(1)
Molecular formula: C4H30N2O13
Method: DFT, the ωB97M-V functional and the def2-TZVPD basis

XYZ file:
```
49
Properties=species:S:1:pos:R:3:nbo_charge:R:1
C -2.361 -2.446 1.541 -0.739
C -0.932 -2.863 1.437 0.700
N -0.200 -2.399 0.384 -0.625
C -0.537 -1.270 -0.463 -0.321
C 0.192 -0.033 0.029 0.704
N 1.527 -0.062 0.012 -0.828
O -0.438 0.966 0.429 -0.752
O -0.398 -3.615 2.243 -0.658
H -2.930 -2.654 0.633 0.267
H -2.841 -2.958 2.375 0.244
H -2.489 -1.374 1.719 0.238
H 0.772 -2.690 0.375 0.421
H -0.277 -1.489 -1.495 0.230
H -1.600 -1.064 -0.419 0.257
H 2.035 -0.947 -0.092 0.437
H 2.036 0.646 0.528 0.415
H 2.244 2.074 -2.716 0.514
H 2.055 0.643 -2.221 0.479
O 2.050 1.162 -3.033 -0.985
H 1.376 -3.367 2.470 0.505
H 2.115 -2.144 3.098 0.513
O 2.262 -2.952 2.565 -1.007
H 1.279 2.652 2.824 0.492
H 0.500 1.684 1.873 0.505
O 1.279 1.765 2.454 -0.993
H -2.891 2.052 -1.107 0.504
H -2.304 1.346 0.117 0.495
O -3.143 1.476 -0.357 -0.997
H -4.882 -0.979 -1.433 0.468
H -3.775 -0.154 -0.745 0.503
O -4.089 -1.078 -0.901 -0.997
H -0.493 1.089 -4.845 0.484
H 0.391 1.150 -3.563 0.513
O -0.545 1.127 -3.887 -0.998
H -1.436 2.274 -2.994 0.522
H -2.383 3.531 -3.093 0.488
O -1.958 2.934 -2.470 -1.011
H 0.925 -0.653 4.549 0.481
H 1.498 0.205 3.377 0.510
O 1.639 -0.612 3.906 -0.986
H 1.450 3.730 -1.456 0.513
H 2.964 4.127 -1.483 0.480
O 2.291 3.650 -1.972 -1.002
H 2.659 -2.565 1.016 0.523
H 3.012 -3.096 -0.432 0.499
O 2.649 -2.339 0.038 -1.006
H -0.709 3.560 -1.246 0.506
H -0.125 2.711 -0.127 0.493
O -0.021 3.580 -0.542 -0.997
```

SMILES string: CC(=O)NCC(N)=O.O.O.O.O.O.O.O.O.O.O.O
Lowest unoccupied orbital energy: 0.27 eV
Total energy: -1258.1802 hartree
Orbital gap: 10.18 eV
Relative energy (zero: lowest compared OMol25 entry of this formula, charge and spin): 0.000 eV
HOMO: -9.9 eV

(2)
Molecular formula: C30H31BBr2N9O5V
Method: DFT, the ωB97M-V functional and the def2-TZVPD basis

XYZ file:
```
79
Properties=species:S:1:pos:R:3:lowdin_spin:R:1
V -0.255 0.214 0.078 1.908
C 3.231 0.238 1.022 0.001
C 2.205 0.383 2.092 0.003
C 2.389 0.478 3.478 0.000
C 1.122 0.539 4.014 0.003
N 0.237 0.488 3.009 0.002
N 0.893 0.390 1.832 -0.006
B -1.304 0.517 3.096 0.001
N -1.874 -0.759 2.458 0.002
C -2.829 -1.611 2.862 0.011
C -3.083 -2.490 1.832 0.002
C -2.230 -2.104 0.794 0.011
C -2.092 -2.699 -0.566 0.002
N -1.509 -1.056 1.189 -0.002
N -1.792 1.723 2.257 0.004
C -2.830 2.542 2.465 0.001
C -2.882 3.448 1.426 0.000
C -1.828 3.089 0.583 0.000
C -1.403 3.773 -0.676 0.000
N -1.185 2.030 1.087 -0.003
N -1.699 0.698 4.550 0.000
C -1.648 1.842 5.279 0.000
C -1.738 1.502 6.603 0.000
C -1.823 0.091 6.605 0.000
C -1.929 -0.829 7.777 0.000
N -1.787 -0.379 5.371 0.000
H 4.230 0.281 1.452 0.000
H 3.112 -0.718 0.512 0.000
H 3.135 1.037 0.287 0.000
H 3.326 0.486 4.008 0.000
H 0.792 0.604 5.038 0.000
H -3.234 -1.543 3.856 0.001
H -3.787 -3.305 1.824 0.000
H -2.910 -3.390 -0.755 0.000
H -2.102 -1.922 -1.334 0.001
H -1.153 -3.248 -0.659 0.001
H -3.451 2.440 3.339 0.000
H -3.576 4.261 1.297 0.000
H -2.047 4.628 -0.869 0.000
H -0.384 4.160 -0.585 0.000
H -1.471 3.107 -1.537 0.000
H -1.537 2.806 4.808 0.000
H -1.749 2.168 7.450 0.000
H -2.270 -0.292 8.661 0.000
H -2.629 -1.637 7.567 0.000
H -0.961 -1.279 8.006 0.000
Br -1.787 -1.502 -5.138 0.000
C -0.466 -2.531 -4.233 0.000
C -0.054 -3.733 -4.790 0.000
C 0.913 -4.446 -4.102 0.000
C 1.408 -3.941 -2.910 0.000
C 0.904 -2.738 -2.443 -0.001
N -0.019 -2.036 -3.104 0.000
C 1.414 -2.175 -1.132 0.006
O 2.392 -2.676 -0.616 0.019
O 0.745 -1.179 -0.662 0.006
H -0.477 -4.082 -5.720 0.000
H 1.273 -5.388 -4.494 0.000
H 2.165 -4.450 -2.332 0.000
Br -5.634 2.756 -6.381 0.000
C -4.763 2.146 -4.810 0.000
C -5.525 1.792 -3.707 0.000
C -4.880 1.344 -2.565 0.000
C -3.494 1.246 -2.526 -0.001
C -2.751 1.607 -3.644 0.000
C -3.381 2.062 -4.791 0.000
C -2.840 0.758 -1.263 0.003
O -3.509 0.502 -0.280 0.001
O -1.536 0.683 -1.325 0.006
H -6.603 1.866 -3.743 0.000
H -5.441 1.060 -1.684 0.000
H -1.673 1.513 -3.620 0.000
H -2.807 2.339 -5.665 0.000
C 1.459 1.196 -2.289 0.003
O 1.031 1.588 -0.966 0.012
H 1.813 2.074 -2.827 0.000
H 0.646 0.704 -2.824 0.000
H 2.280 0.497 -2.156 0.000
H 0.473 2.373 -1.045 0.002
```

2S+1: 3
Lowest unoccupied orbital energy (spin up / spin down): -0.11 / 0.20 eV
Total energy: -8148.0056 hartree
Orbital gap (spin up / spin down): 8.69 / 9.10 eV
Relative energy (zero: lowest compared OMol25 entry of this formula, charge and spin): 0.000 eV
HOMO (spin up / spin down): -8.8 / -8.9 eV

(3)
Molecular formula: C4H9NO
Method: DFT, the ωB97M-V functional and the def2-TZVPD basis

XYZ file:
```
15
Properties=species:S:1:pos:R:3:nbo_charge:R:1
C 0.657 -1.409 0.782 -0.641
C -0.511 -1.037 -0.097 -0.145
N -1.368 -0.010 0.425 -0.604
C -0.603 0.391 -0.717 -0.080
C 0.575 1.311 -0.592 -0.082
O 0.608 1.885 0.687 -0.723
H 1.140 -0.498 1.157 0.222
H 0.356 -1.996 1.660 0.224
H 1.384 -2.009 0.228 0.214
H -0.549 -1.311 -1.145 0.231
H -2.357 -0.096 0.241 0.371
H -1.212 0.497 -1.626 0.192
H 0.519 2.074 -1.380 0.172
H 1.501 0.735 -0.776 0.162
H -0.140 1.473 1.154 0.486
```

SMILES string: C[C@H]1N[C@H]1CO
Lowest unoccupied orbital energy: 0.99 eV
Total energy: -287.7088 hartree
Orbital gap: 10.17 eV
Relative energy (zero: lowest compared OMol25 entry of this formula, charge and spin): 3.366 eV
HOMO: -9.2 eV

(4)
Molecular formula: C23H30NO4
Method: DFT, the ωB97M-V functional and the def2-TZVPD basis

XYZ file:
```
58
Properties=species:S:1:pos:R:3:nbo_charge:R:1
C -2.415 -1.565 1.929 -0.427
N -2.123 -1.230 0.523 -0.208
C -3.342 -0.684 -0.146 -0.249
H -3.035 -0.273 -1.110 0.243
H -3.752 0.121 0.465 0.238
C -4.407 -1.758 -0.399 -0.091
O -3.881 -2.827 -1.136 -0.496
C -2.809 -3.431 -0.462 -0.091
H -2.453 -4.234 -1.110 0.233
C -1.672 -2.429 -0.237 -0.260
H -0.848 -2.903 0.296 0.245
H -1.316 -2.088 -1.212 0.243
H -3.145 -3.873 0.487 0.176
H -5.205 -1.328 -1.008 0.234
H -4.850 -2.116 0.542 0.175
C -1.083 -0.164 0.463 -0.287
C 0.266 -0.443 1.137 0.067
H 0.136 -0.790 2.166 0.210
C 1.031 0.897 1.197 -0.100
O 0.310 1.778 2.022 -0.546
C 0.261 3.129 1.556 -0.099
C -0.609 3.245 0.330 0.016
C -0.057 3.360 -0.939 -0.233
C -0.871 3.370 -2.060 -0.195
C -2.244 3.262 -1.923 -0.211
C -2.805 3.156 -0.660 -0.210
C -1.991 3.146 0.459 -0.259
H -2.426 3.081 1.448 0.215
H -3.877 3.096 -0.549 0.216
H -2.878 3.276 -2.796 0.225
H -0.430 3.467 -3.040 0.227
H 1.013 3.460 -1.054 0.221
H -0.164 3.687 2.392 0.210
H 1.274 3.497 1.358 0.187
H 1.139 1.294 0.183 0.205
H 2.031 0.710 1.612 0.206
O 1.063 -1.447 0.522 -0.531
C 1.473 -1.291 -0.763 0.822
O 0.962 -0.508 -1.521 -0.606
C 2.647 -2.170 -1.058 -0.542
C 3.830 -1.305 -0.665 0.063
C 4.305 -1.324 0.640 -0.253
C 5.363 -0.512 1.007 -0.190
C 5.945 0.333 0.076 -0.206
C 5.467 0.362 -1.223 -0.195
C 4.408 -0.449 -1.592 -0.238
H 4.032 -0.423 -2.604 0.220
H 5.918 1.018 -1.952 0.223
H 6.771 0.965 0.363 0.224
H 5.735 -0.540 2.020 0.221
H 3.851 -1.983 1.367 0.215
H 2.680 -2.408 -2.120 0.249
H 2.613 -3.074 -0.453 0.241
H -1.483 0.729 0.953 0.270
H -0.888 0.076 -0.586 0.276
H -1.586 -2.118 2.365 0.235
H -3.310 -2.177 2.003 0.234
H -2.569 -0.650 2.499 0.240
```

SMILES string: C[N+]1(C[C@H](COCc2ccccc2)OC(=O)Cc2ccccc2)CCOCC1
Lowest unoccupied orbital energy: -2.22 eV
Total energy: -1249.9015 hartree
Orbital gap: 9.40 eV
Relative energy (zero: lowest compared OMol25 entry of this formula, charge and spin): 0.681 eV
HOMO: -11.6 eV
Total charge: +1